# 1
The following is a quantum chemistry calculation of a 17-piece molecular cluster, C62H154N4O30 overall at a distorted geometry, from OMol25.

XYZ file:
```
250
Properties=species:S:1:pos:R:3:mulliken_charge:R:1
C -4.158 -1.835 1.274 0.31
C -4.515 -2.850 0.216 -0.68
O -3.656 -2.616 -0.916 0.39
O -4.706 -0.566 0.966 -0.83
H -3.062 -1.823 1.266 -0.18
H -4.537 -2.028 2.280 0.54
H -5.548 -2.683 -0.087 0.19
H -4.262 -3.873 0.535 0.40
H -3.863 -1.780 -1.327 -0.46
H -4.002 0.022 0.569 -0.19
C 4.205 3.416 3.207 0.78
C 5.509 3.281 3.984 -0.81
O 5.344 2.381 5.140 -0.64
O 3.232 3.746 4.166 -0.55
H 3.932 2.517 2.651 -0.45
H 4.336 4.302 2.533 0.14
H 5.720 4.253 4.371 0.44
H 6.419 3.015 3.419 0.32
H 5.229 1.454 4.811 0.38
H 3.536 3.288 4.963 0.37
C -6.355 2.775 3.055 -0.41
C -5.977 1.652 4.051 -0.48
O -4.927 0.905 3.441 -0.16
O -5.188 3.568 2.863 -0.71
H -7.118 3.409 3.495 0.56
H -6.799 2.347 2.178 0.13
H -6.896 1.020 4.331 0.27
H -5.557 2.012 4.955 0.25
H -5.093 0.666 2.503 0.31
H -4.456 2.912 2.702 0.26
C 2.547 5.229 -4.622 -0.48
C 2.433 6.752 -4.374 -0.38
O 1.237 7.198 -4.951 -0.57
O 1.609 4.463 -3.899 -0.10
H 3.545 4.843 -4.236 0.27
H 2.355 5.064 -5.693 0.40
H 3.305 7.313 -4.734 0.39
H 2.431 6.821 -3.279 0.09
H 0.513 7.112 -4.307 0.31
H 0.764 4.581 -4.426 0.08
C -5.945 3.516 -1.489 -0.12
C -6.652 2.518 -2.265 -0.62
O -5.757 1.787 -3.024 -0.33
O -5.135 2.786 -0.524 -0.12
H -6.633 4.224 -0.918 0.34
H -5.337 4.226 -2.060 -0.05
H -7.399 2.939 -2.925 0.38
H -7.108 1.797 -1.542 0.25
H -5.223 2.396 -3.559 0.25
H -4.760 3.477 0.027 -0.16
C -2.293 5.267 -4.790 -0.25
C -3.736 4.759 -4.556 -0.73
O -3.715 3.383 -4.056 -0.50
O -1.864 6.065 -3.691 -0.58
H -2.321 5.939 -5.673 0.42
H -1.602 4.415 -4.980 0.04
H -4.218 4.657 -5.497 0.55
H -4.241 5.466 -3.880 0.24
H -3.334 3.253 -3.188 0.23
H -1.694 5.676 -2.829 0.39
C 3.951 4.025 -0.961 -0.67
C 2.675 4.803 -0.925 1.36
O 2.432 5.425 0.366 -0.71
O 3.965 3.020 0.033 0.13
H 4.848 4.665 -0.867 0.33
H 3.955 3.630 -1.979 0.35
H 1.915 4.096 -1.110 -0.49
H 2.643 5.686 -1.537 -0.22
H 2.326 4.822 1.134 0.27
H 4.278 2.199 -0.291 -0.16
C -2.447 1.517 6.785 -0.51
C -1.093 2.130 6.526 -0.23
O -0.644 1.853 5.199 -0.13
O -3.536 2.290 6.398 -0.56
H -2.585 1.366 7.847 0.47
H -2.492 0.478 6.350 0.11
H -0.352 1.672 7.176 0.33
H -1.222 3.221 6.827 0.21
H -0.218 2.671 4.871 0.11
H -3.602 2.293 5.458 0.23
C 1.171 5.809 6.116 -0.57
C 0.291 5.497 4.901 -0.50
O 0.464 4.223 4.332 0.05
O 0.928 4.871 7.233 -0.54
H 0.815 6.792 6.583 0.35
H 2.273 5.836 5.911 0.17
H 0.427 6.324 4.205 0.44
H -0.769 5.485 5.170 0.34
H 1.278 4.166 3.878 -0.02
H 1.294 3.984 7.049 0.29
C -0.288 -4.825 -1.641 -0.66
C -0.995 -4.001 -2.631 3.51
O -1.498 -4.823 -3.698 -0.87
O 0.768 -5.536 -2.209 -0.58
H -0.963 -5.521 -1.166 0.40
H 0.133 -4.276 -0.792 -0.33
H -0.334 -3.193 -3.003 -1.07
H -1.773 -3.469 -2.015 -1.26
H -1.862 -4.183 -4.353 0.41
H 0.413 -5.978 -3.030 0.37
C -3.024 5.941 1.119 -0.59
C -2.144 5.920 -0.166 -0.42
O -2.105 4.778 -1.065 0.27
O -4.221 5.200 1.004 -0.51
H -3.212 7.063 1.211 0.34
H -2.494 5.695 2.066 0.20
H -1.129 6.132 0.298 0.19
H -2.420 6.645 -0.935 0.51
H -1.595 4.072 -0.655 -0.34
H -4.570 4.816 1.863 0.34
C -2.874 -1.691 -5.097 -0.29
C -1.445 -1.202 -5.064 1.86
O -0.730 -1.252 -6.259 -0.63
O -3.052 -3.019 -5.584 -0.72
H -3.426 -0.986 -5.689 0.37
H -3.336 -1.666 -4.109 -0.24
H -0.928 -1.782 -4.252 -0.88
H -1.488 -0.179 -4.670 -0.40
H -0.594 -2.188 -6.489 0.42
H -3.660 -3.380 -4.899 0.58
C -6.177 -2.940 -3.605 -0.70
C -6.033 -1.466 -3.849 -0.37
O -5.111 -0.980 -2.925 0.04
O -4.858 -3.552 -3.548 -0.56
H -6.774 -3.418 -4.395 0.42
H -6.695 -3.118 -2.689 0.34
H -7.091 -1.088 -3.737 0.35
H -5.764 -1.203 -4.850 0.36
H -5.222 -0.083 -2.667 -0.11
H -4.559 -3.262 -2.639 0.13
C 1.784 -3.504 -5.674 -1.19
C 3.236 -3.777 -5.191 2.13
C 4.208 -3.326 -6.263 -1.90
C 4.398 -1.793 -6.429 -0.51
C 4.713 -1.289 -5.029 -1.63
C 3.646 -1.609 -3.901 2.28
N 3.596 -3.125 -3.866 -0.18
O 2.576 -3.411 -2.913 0.38
C 4.244 -1.124 -2.607 -1.78
C 2.309 -0.899 -4.060 -1.83
C 3.165 -5.334 -5.053 -1.78
H 1.778 -2.701 -6.469 0.27
H 1.119 -3.297 -4.849 -0.31
H 1.499 -4.421 -6.239 0.63
H 5.167 -3.787 -6.087 0.46
H 3.857 -3.679 -7.202 0.38
H 3.484 -1.259 -6.780 0.30
H 5.262 -1.671 -7.111 0.41
H 4.894 -0.240 -5.014 0.46
H 5.679 -1.736 -4.656 0.41
H 5.010 -1.752 -2.172 0.59
H 4.636 -0.083 -2.821 0.49
H 3.377 -1.127 -1.932 -0.39
H 2.565 0.164 -3.945 0.61
H 1.768 -1.064 -5.000 0.48
H 1.585 -1.125 -3.209 -0.04
H 3.334 -5.739 -6.012 0.58
H 2.111 -5.634 -4.720 0.21
H 3.837 -5.670 -4.330 0.38
H 2.481 -4.327 -2.675 0.13
C 6.846 -0.009 0.790 -1.72
C 5.999 -1.064 1.511 2.01
C 4.749 -0.345 1.935 0.66
C 3.572 -1.193 2.415 -1.08
C 3.253 -2.180 1.274 0.68
C 4.476 -3.053 0.957 1.57
N 5.583 -2.133 0.574 1.30
O 6.648 -2.809 0.029 -0.56
C 4.754 -4.071 2.087 -1.52
C 4.213 -3.957 -0.239 -1.93
C 6.767 -1.615 2.730 -1.91
H 6.288 0.324 -0.128 0.17
H 7.760 -0.491 0.419 0.49
H 7.131 0.848 1.400 0.29
H 5.042 0.321 2.733 -0.38
H 4.488 0.256 1.029 -1.16
H 2.704 -0.620 2.713 0.43
H 3.796 -1.785 3.301 0.89
H 3.005 -1.632 0.299 -1.03
H 2.386 -2.836 1.509 -0.83
H 5.867 -4.261 2.129 0.15
H 4.496 -3.720 3.094 0.23
H 4.297 -4.994 1.943 0.46
H 4.007 -3.337 -1.147 0.10
H 5.097 -4.552 -0.452 0.68
H 3.390 -4.657 -0.096 0.34
H 6.115 -2.043 3.489 0.36
H 7.349 -0.859 3.308 0.44
H 7.526 -2.305 2.406 0.33
H 7.020 -3.469 0.654 0.38
C -1.239 0.097 1.812 -0.08
C -1.115 1.497 1.225 2.11
C 0.312 2.024 1.436 -1.49
C 1.249 1.258 0.516 1.83
C 0.941 1.304 -0.905 0.05
C -0.580 1.004 -1.250 2.66
N -1.484 1.708 -0.195 0.94
O -2.821 1.259 -0.427 2.55
C -0.848 1.731 -2.561 -1.86
C -0.767 -0.477 -1.380 0.52
C -2.051 2.413 2.004 -0.69
H -2.300 -0.285 1.865 -0.94
H -0.933 -0.024 2.852 0.34
H -0.702 -0.612 1.200 -0.23
H 0.380 3.134 1.196 -0.25
H 0.641 1.983 2.442 0.88
H 1.172 0.129 0.763 -1.73
H 2.299 1.394 0.694 0.84
H 1.528 0.605 -1.441 -0.81
H 1.262 2.216 -1.459 -0.76
H -0.144 1.311 -3.307 0.12
H -1.825 1.476 -2.966 -0.21
H -0.734 2.800 -2.425 0.55
H -0.397 -0.767 -2.354 -0.82
H -0.128 -0.946 -0.576 -0.81
H -1.759 -0.845 -1.207 -0.15
H -1.993 3.396 1.492 0.27
H -1.729 2.427 3.060 -0.07
H -3.031 1.988 1.872 -0.91
H -3.356 1.980 -0.674 -0.98
C 1.133 -3.960 4.024 -1.48
C 0.421 -5.229 3.524 2.08
C 0.469 -6.337 4.656 -1.33
C -0.513 -6.114 5.794 -0.67
C -1.951 -6.025 5.229 -1.21
C -2.077 -4.947 4.147 1.44
N -1.036 -5.043 3.183 -0.10
O -1.184 -4.019 2.231 0.41
C -3.475 -5.140 3.425 -1.63
C -2.130 -3.532 4.879 -1.56
C 1.146 -5.607 2.261 -1.54
H 0.777 -3.133 3.389 0.04
H 2.201 -4.015 3.711 0.37
H 1.077 -3.574 5.038 0.33
H 0.317 -7.319 4.179 0.42
H 1.481 -6.200 5.089 0.33
H -0.216 -5.173 6.236 0.31
H -0.420 -6.986 6.455 0.43
H -2.608 -6.008 6.078 0.43
H -2.186 -6.985 4.760 0.40
H -3.607 -6.168 3.117 0.46
H -4.315 -4.919 4.174 0.35
H -3.613 -4.407 2.598 0.02
H -1.115 -3.252 5.025 0.33
H -2.573 -2.729 4.323 0.09
H -2.713 -3.619 5.756 0.38
H 2.109 -5.909 2.645 0.53
H 1.206 -4.887 1.457 -0.26
H 0.773 -6.589 1.900 0.49
H -1.561 -4.423 1.438 0.14
```

Calculated values
HOMO energy = -8.1 eV
Gap between HOMO and LUMO = 8.34 eV
Energy = -4930.47313 Eh



# 2
The following is a quantum chemistry calculation of C15H40ClO15S5Ti as an isolated structure at a distorted geometry, from OMol25.

XYZ file:
```
77
Properties=species:S:1:pos:R:3:lowdin_spin:R:1
Ti 0.470 1.608 -2.119 2.90
Cl -0.827 3.599 -5.023 0.01
O -2.209 -1.130 -2.773 0.02
S -3.537 -1.723 -3.016 0.00
O -3.606 -2.949 -3.795 0.00
O -4.306 -1.949 -1.569 0.00
C -5.522 -2.649 -1.512 0.00
C -6.173 -2.348 -0.147 0.00
C -4.705 -0.492 -3.823 0.00
H -5.395 -3.711 -1.723 0.00
H -6.171 -2.200 -2.264 0.00
H -7.084 -2.943 -0.086 0.00
H -6.402 -1.293 0.003 0.00
H -5.597 -2.719 0.701 0.00
H -5.748 -0.809 -3.836 0.00
H -4.318 -0.361 -4.834 0.00
H -4.611 0.496 -3.373 0.00
O 3.921 2.525 -0.102 0.01
S 5.367 2.717 0.051 0.00
O 5.937 4.082 0.162 0.00
O 5.916 1.907 1.418 0.00
C 5.368 0.648 1.704 0.00
C 5.714 0.353 3.205 0.00
C 6.277 1.659 -1.139 0.00
H 5.835 -0.092 1.054 0.00
H 4.290 0.571 1.562 0.00
H 6.748 0.694 3.250 0.00
H 5.651 -0.671 3.574 0.00
H 5.154 0.987 3.892 0.00
H 5.999 1.893 -2.167 0.00
H 6.176 0.578 -1.040 0.00
H 7.329 1.943 -1.105 0.00
O 3.154 -3.190 -5.117 0.00
S 3.057 -2.836 -3.721 0.00
O 2.871 -1.451 -3.276 0.01
O 1.730 -3.643 -3.127 0.00
C 1.588 -5.056 -3.476 0.00
C 1.748 -5.731 -2.143 0.00
C 4.475 -3.680 -2.802 0.00
H 2.306 -5.358 -4.239 0.00
H 0.570 -5.214 -3.833 0.00
H 1.051 -5.487 -1.341 0.00
H 2.762 -5.674 -1.748 0.00
H 1.692 -6.810 -2.287 0.00
H 4.352 -3.491 -1.736 0.00
H 5.453 -3.254 -3.024 0.00
H 4.518 -4.765 -2.900 0.00
O -2.014 3.838 0.237 0.02
S -3.472 4.020 0.394 0.00
O -4.516 2.955 0.172 0.00
O -3.724 4.641 1.915 0.00
C -2.837 5.614 2.505 0.00
C -3.341 5.828 3.965 0.00
C -4.045 5.506 -0.650 0.00
H -2.945 6.533 1.930 0.00
H -1.833 5.191 2.489 0.00
H -2.921 5.075 4.632 0.00
H -4.418 5.664 3.977 0.00
H -3.169 6.794 4.442 0.00
H -5.089 5.659 -0.374 0.00
H -3.976 5.284 -1.715 0.00
H -3.606 6.419 -0.249 0.00
O 0.407 -0.297 1.329 0.01
S 0.712 -1.531 2.070 0.00
O 1.887 -2.352 1.841 0.00
O 0.695 -1.230 3.757 0.00
C -0.108 -0.178 4.148 0.00
C 0.548 1.195 4.006 0.00
C -0.822 -2.616 2.056 0.00
H -0.482 -0.339 5.159 0.00
H -1.063 -0.290 3.635 0.00
H -0.205 1.926 4.300 0.00
H 0.826 1.365 2.966 0.00
H 1.443 1.313 4.617 0.00
H -1.033 -2.769 0.998 0.00
H -1.694 -2.247 2.596 0.00
H -0.471 -3.553 2.490 0.00
```

Calculated values
HOMO energy (spin up / spin down) = -7.0 / -7.1 eV
Energy relative to the best compared isomer or geometry (same formula, charge and spin) = 163.68 kcal per mole
Gap between HOMO and LUMO (spin up / spin down) = 6.68 / 6.39 eV
Energy = -5024.38867 Eh
Multiplicity = 4
Expectation value of S² = 3.751